Record 1
# C5H13N

The ion C5H13N with charge +1 in a non-equilibrium geometry (wB97M-V/def2-TZVPD, the Open Molecules 2025 dataset).

Values from the calculation:
ΔE to the lowest compared entry with this formula, charge and spin = 216.9 kJ/mol
Gap between HOMO and LUMO (spin up / spin down) = 0.4504 / 0.3002 hartree
HOMO (spin up / spin down) = -15.077 / -15.436 eV

Geometry as ORCA input:
```
! wB97M-V def2-TZVPD RIJCOSX def2/J DEFGRID3
* xyz 1 2
C 0.042 1.270 0.895
C 1.222 2.059 1.354
C 0.723 0.135 -0.272
N -0.536 -0.718 -0.478
C -0.974 -0.735 -1.871
C -0.736 -2.006 0.118
H -0.845 1.689 0.466
H -0.405 0.628 1.645
H 1.851 1.390 2.006
H 1.857 2.435 0.479
H 0.923 2.919 2.052
H 1.468 -0.418 0.393
H 1.242 0.467 -1.166
H -1.338 0.376 -1.897
H -1.885 -1.282 -2.100
H -0.353 -1.181 -2.688
H -0.793 -1.895 1.196
H -1.642 -2.474 -0.387
H 0.179 -2.658 0.253
*
```

Atomic partial charges in e from the natural (NBO) method, atoms 1 to 8:
1 C -0.32
2 C -0.65
3 C -0.26
4 N -0.02
5 C -0.50
6 C -0.49
7 H 0.22
8 H 0.21

Record 2
# C5H13N2

The molecule C5H13N2 in a non-equilibrium geometry (wB97M-V/def2-TZVPD, the Open Molecules 2025 dataset).

Values from the calculation:
ΔE to the lowest compared entry with this formula, charge and spin = 333.7 kJ/mol
Gap between HOMO and LUMO (spin up / spin down) = 0.1400 / 0.2622 hartree
HOMO (spin up / spin down) = -3.012 / -6.581 eV

Geometry as ORCA input:
```
! wB97M-V def2-TZVPD RIJCOSX def2/J DEFGRID3
* xyz 0 2
C 1.565 -1.074 1.641
C 1.443 0.387 1.200
C 0.835 0.578 -0.122
C -0.556 0.659 -0.254
N -1.316 0.364 -1.386
C -2.343 1.342 -1.854
N 0.608 -1.874 0.740
H 1.109 -1.240 2.616
H 2.493 -1.639 1.576
H 2.473 0.778 1.216
H 0.818 0.863 1.971
H 1.461 0.598 -1.021
H -1.117 1.183 0.527
H -0.923 -0.184 -2.117
H -3.246 1.187 -1.265
H -2.495 1.067 -2.892
H -1.920 2.324 -1.642
H -0.268 -1.225 0.698
H 0.771 -2.085 -0.243
H 0.273 -2.726 1.195
*
```

Atomic partial charges in e from the natural (NBO) method, atoms 1 to 8:
1 C -0.24
2 C -0.46
3 C -0.50
4 C -0.24
5 N -0.66
6 C -0.41
7 N -0.78
8 H 0.19

Record 3
# C5H13N2

The ion C5H13N2 with charge +1 in a non-equilibrium geometry (wB97M-V/def2-TZVPD, the Open Molecules 2025 dataset).

Values from the calculation:
Structure (SMILES) = CN/C=C/CC[NH3+]
ΔE to the lowest compared entry with this formula, charge and spin = 311.7 kJ/mol
Gap between HOMO and LUMO = 0.2895 hartree
HOMO = -11.152 eV

Geometry as ORCA input:
```
! wB97M-V def2-TZVPD RIJCOSX def2/J DEFGRID3
* xyz 1 1
C -1.753 -0.949 -1.332
C -1.693 0.159 -0.209
C -0.328 0.724 -0.099
C 0.328 0.413 1.093
N 1.622 0.155 1.223
C 2.433 0.326 2.448
N -0.644 -0.655 -2.415
H -1.456 -1.939 -1.014
H -2.704 -0.992 -1.870
H -2.379 0.957 -0.513
H -2.117 -0.366 0.651
H 0.017 1.622 -0.595
H -0.303 0.421 2.006
H 2.187 0.403 0.417
H 3.160 -0.439 2.743
H 3.092 1.210 2.344
H 1.758 0.544 3.299
H 0.316 -0.882 -2.172
H -0.612 0.332 -2.688
H -0.923 -1.043 -3.319
*
```

Atomic partial charges in e from the natural (NBO) method, atoms 1 to 8:
1 C -0.18
2 C -0.44
3 C -0.57
4 C 0.15
5 N -0.53
6 C -0.43
7 N -0.69
8 H 0.22

Record 4
# C5H13N2

A cluster of 2 separate species, C5H13N2 in total in a non-equilibrium geometry (wB97M-V/def2-TZVPD, the Open Molecules 2025 dataset).

Values from the calculation:
ΔE to the lowest compared entry with this formula, charge and spin = 304.9 kJ/mol
Gap between HOMO and LUMO = 0.3753 hartree
HOMO = -14.175 eV

Geometry as ORCA input:
```
! wB97M-V def2-TZVPD RIJCOSX def2/J DEFGRID3
* xyz 1 1
C 2.754 -0.787 -0.131
C -0.572 0.823 -1.504
C -0.381 1.854 0.820
C -1.514 -1.624 0.024
C -0.790 0.716 -0.003
N 1.646 -0.891 0.430
N -1.167 -0.358 0.643
H 3.788 -1.006 0.150
H 2.633 -0.174 -1.025
H -1.607 0.865 -1.862
H -0.059 -0.198 -1.717
H 0.207 1.659 -1.775
H 0.667 1.621 1.270
H -1.036 2.054 1.717
H -0.431 2.853 0.303
H -1.755 -2.243 0.771
H -2.422 -1.434 -0.695
H -0.735 -2.179 -0.403
H 1.771 -1.256 1.350
H -0.996 -0.296 1.637
*
```

Atomic partial charges in e from the natural (NBO) method, atoms 1 to 8:
1 C 0.01
2 C -0.71
3 C -0.74
4 C -0.43
5 C 0.55
6 N -0.67
7 N -0.45
8 H 0.19

Record 5
# C5H13N2

The ion C5H13N2 with charge +1 in a non-equilibrium geometry (wB97M-V/def2-TZVPD, the Open Molecules 2025 dataset).

Values from the calculation:
Structure (SMILES) = C=CC[C@@H]([NH3+])CN
ΔE to the lowest compared entry with this formula, charge and spin = 181.5 kJ/mol
Gap between HOMO and LUMO = 0.3701 hartree
HOMO = -13.369 eV

Geometry as ORCA input:
```
! wB97M-V def2-TZVPD RIJCOSX def2/J DEFGRID3
* xyz 1 1
N 1.805 -0.302 0.871
C 0.503 0.259 0.374
C -0.668 -0.214 1.250
C -1.936 -0.564 0.463
C -2.786 0.385 0.086
C 0.500 -0.035 -1.118
N 1.644 0.602 -1.751
H 2.520 -0.114 0.146
H 2.158 0.108 1.735
H 1.791 -1.325 0.932
H 0.606 1.326 0.557
H -0.414 -1.111 1.815
H -0.892 0.540 2.005
H -2.083 -1.608 0.232
H -2.550 1.440 0.192
H -3.745 0.144 -0.343
H -0.478 0.177 -1.560
H 0.541 -1.121 -1.244
H 1.384 1.446 -2.243
H 2.099 -0.033 -2.398
*
```

Atomic partial charges in e from the natural (NBO) method, atoms 1 to 8:
1 N -0.68
2 C -0.04
3 C -0.47
4 C -0.21
5 C -0.35
6 C -0.27
7 N -0.87
8 H 0.46

Record 6
# C5H13N2

The ion C5H13N2 with charge +1 in a non-equilibrium geometry (wB97M-V/def2-TZVPD, the Open Molecules 2025 dataset).

Values from the calculation:
Structure (SMILES) = N/C=C/CCC[NH3+]
ΔE to the lowest compared entry with this formula, charge and spin = 326.1 kJ/mol
Gap between HOMO and LUMO = 0.3823 hartree
HOMO = -13.496 eV

Geometry as ORCA input:
```
! wB97M-V def2-TZVPD RIJCOSX def2/J DEFGRID3
* xyz 1 1
C -1.380 -0.817 -0.058
C -0.760 -0.908 1.383
C 0.218 0.133 1.681
N 1.337 1.515 -1.772
C 0.724 1.453 -0.521
C 1.070 0.487 0.387
N -0.321 -1.125 -0.976
H -2.177 -1.537 -0.205
H -1.774 0.176 -0.354
H -0.284 -1.892 1.283
H -1.476 -1.026 2.061
H -0.304 1.071 2.141
H 0.945 -0.122 2.531
H 2.083 2.277 -1.892
H 0.510 1.861 -2.337
H 0.072 2.291 -0.115
H 1.880 -0.207 0.319
H 0.230 -1.827 -0.542
H 0.187 -0.243 -1.199
H -0.781 -1.558 -1.814
*
```

Atomic partial charges in e from the natural (NBO) method, atoms 1 to 8:
1 C -0.23
2 C -0.39
3 C -0.46
4 N -0.87
5 C -0.10
6 C -0.20
7 N -0.71
8 H 0.23

Record 7
# C5H13N2

A cluster of 2 separate species, C5H13N2 in total in a non-equilibrium geometry (wB97M-V/def2-TZVPD, the Open Molecules 2025 dataset).

Values from the calculation:
ΔE to the lowest compared entry with this formula, charge and spin = 277.5 kJ/mol
Gap between HOMO and LUMO = 0.3745 hartree
HOMO = -14.228 eV

Geometry as ORCA input:
```
! wB97M-V def2-TZVPD RIJCOSX def2/J DEFGRID3
* xyz 1 1
C 1.843 -0.173 -0.402
C -0.910 -1.252 0.601
C -1.443 1.208 0.925
C -1.233 0.287 -1.360
C -0.991 0.098 0.099
N 3.160 -0.336 -0.313
N 1.111 0.531 0.316
H 1.277 -0.719 -1.117
H -0.650 -1.477 1.665
H -1.902 -1.771 0.627
H -0.299 -1.912 0.128
H -2.017 1.941 0.278
H -0.625 1.683 1.435
H -2.214 0.843 1.689
H -0.699 -0.334 -1.989
H -2.245 -0.103 -1.336
H -1.137 1.279 -1.722
H 3.728 -0.995 -0.949
H 3.634 0.321 0.254
H 1.614 0.881 1.171
*
```

Atomic partial charges in e from the natural (NBO) method, atoms 1 to 8:
1 C 0.34
2 C -0.76
3 C -0.73
4 C -0.69
5 C 0.52
6 N -0.78
7 N -0.66
8 H 0.17

Record 8
# C5H13N2

A cluster of 2 separate species, C5H13N2 in total in a non-equilibrium geometry (wB97M-V/def2-TZVPD, the Open Molecules 2025 dataset).

Values from the calculation:
ΔE to the lowest compared entry with this formula, charge and spin = 411.3 kJ/mol
Gap between HOMO and LUMO = 0.4153 hartree
HOMO = -14.120 eV

Geometry as ORCA input:
```
! wB97M-V def2-TZVPD RIJCOSX def2/J DEFGRID3
* xyz 1 1
C 0.231 -2.159 0.207
C 1.484 -2.207 0.675
C -0.133 1.103 1.610
C -1.519 1.017 -0.441
C -0.250 1.409 -1.003
N -0.357 0.483 0.251
N 0.192 0.779 -2.123
H -0.610 -2.522 0.827
H 0.050 -1.968 -0.882
H 1.910 -2.376 1.664
H -1.086 1.316 1.997
H 0.521 0.334 2.147
H 0.476 2.094 1.429
H -2.267 1.645 0.154
H -2.106 0.394 -1.077
H 2.228 -2.050 -0.064
H 0.315 2.373 -0.862
H -0.053 -0.465 0.141
H -0.087 -0.159 -2.233
H 1.062 0.962 -2.419
*
```

Atomic partial charges in e from the natural (NBO) method, atoms 1 to 8:
1 C -0.51
2 C -0.30
3 C -0.41
4 C -0.26
5 C 0.15
6 N -0.43
7 N -0.78
8 H 0.24

Record 9
# C5H13N2

The ion C5H13N2 with charge +1 in a non-equilibrium geometry (wB97M-V/def2-TZVPD, the Open Molecules 2025 dataset).

Values from the calculation:
Structure (SMILES) = C[C@H]([NH3+])C/C=C/N
ΔE to the lowest compared entry with this formula, charge and spin = 234.5 kJ/mol
Gap between HOMO and LUMO = 0.3089 hartree
HOMO = -11.652 eV

Geometry as ORCA input:
```
! wB97M-V def2-TZVPD RIJCOSX def2/J DEFGRID3
* xyz 1 1
C 2.424 1.320 -0.418
C 0.983 0.978 -0.101
C 0.787 -0.515 0.094
C -0.628 -1.012 0.317
C -1.558 -1.075 -0.649
N -2.729 -1.727 -0.676
N 0.464 1.583 1.215
H 2.216 1.933 -1.340
H 3.051 0.536 -0.874
H 3.009 1.725 0.415
H 0.280 1.394 -0.842
H 1.512 -0.852 0.848
H 1.019 -1.108 -0.813
H -0.679 -1.618 1.211
H -1.371 -0.515 -1.583
H -3.365 -1.983 0.063
H -3.247 -1.907 -1.522
H -0.432 1.179 1.497
H 0.495 2.595 1.352
H 1.192 1.296 1.880
*
```

Atomic partial charges in e from the natural (NBO) method, atoms 1 to 8:
1 C -0.67
2 C -0.03
3 C -0.46
4 C -0.42
5 C 0.07
6 N -0.80
7 N -0.69
8 H 0.25

Record 10
# C5H13N2

The ion C5H13N2 with charge +1 in a non-equilibrium geometry (wB97M-V/def2-TZVPD, the Open Molecules 2025 dataset).

Values from the calculation:
Structure (SMILES) = C/[NH+]=C/C(C)(C)N
ΔE to the lowest compared entry with this formula, charge and spin = 282.2 kJ/mol
Gap between HOMO and LUMO = 0.3802 hartree
HOMO = -14.109 eV

Geometry as ORCA input:
```
! wB97M-V def2-TZVPD RIJCOSX def2/J DEFGRID3
* xyz 1 1
C -0.432 -0.806 0.085
C -0.797 1.262 -1.512
C -1.117 1.480 1.043
C 0.933 -2.829 0.560
C -0.209 0.985 -0.186
N 0.672 -1.470 0.201
N 1.147 1.233 -0.237
H -1.328 -1.330 0.306
H -0.530 2.263 -1.749
H -0.247 0.647 -2.290
H -1.854 1.109 -1.528
H -2.135 1.350 0.660
H -1.014 0.983 1.980
H -0.671 2.517 1.360
H 1.640 -2.950 1.375
H 1.267 -3.288 -0.320
H 0.017 -3.191 0.796
H 1.488 -0.728 0.085
H 1.708 1.503 0.551
H 1.461 1.259 -1.181
*
```

Atomic partial charges in e from the natural (NBO) method, atoms 1 to 8:
1 C 0.22
2 C -0.65
3 C -0.64
4 C -0.41
5 C 0.22
6 N -0.45
7 N -0.86
8 H 0.20

Record 11
# C5H13N2

The ion C5H13N2 with charge +1 in a non-equilibrium geometry (wB97M-V/def2-TZVPD, the Open Molecules 2025 dataset).

Values from the calculation:
ΔE to the lowest compared entry with this formula, charge and spin = 579.2 kJ/mol
Gap between HOMO and LUMO = 0.2490 hartree
HOMO = -14.437 eV

Geometry as ORCA input:
```
! wB97M-V def2-TZVPD RIJCOSX def2/J DEFGRID3
* xyz 1 1
C -2.680 0.210 0.871
C -1.392 -0.513 0.326
C -0.132 0.391 0.430
C 0.801 0.292 -0.702
C 2.228 -0.147 -0.450
N 2.990 0.756 0.342
N -1.857 -1.147 -0.996
H -2.601 1.209 0.383
H -3.611 -0.301 0.578
H -2.599 0.312 1.988
H -1.148 -1.328 1.030
H -0.426 1.422 0.599
H 0.377 0.098 1.349
H 0.595 1.154 -1.326
H 2.121 -1.075 0.128
H 3.189 1.699 0.023
H 3.157 0.828 1.360
H -1.142 -1.890 -1.120
H 2.734 -0.431 -1.372
H -1.397 -0.379 -1.482
*
```

Atomic partial charges in e from the natural (NBO) method, atoms 1 to 8:
1 C -0.61
2 C -0.04
3 C -0.58
4 C 0.41
5 C -0.33
6 N -0.72
7 N -0.73
8 H 0.20

Record 12
# C5H13N2

A cluster of 2 separate species, C5H13N2 in total in a non-equilibrium geometry (wB97M-V/def2-TZVPD, the Open Molecules 2025 dataset).

Values from the calculation:
ΔE to the lowest compared entry with this formula, charge and spin = 171.5 kJ/mol
Gap between HOMO and LUMO (spin up / spin down) = 0.2870 / 0.3093 hartree
HOMO (spin up / spin down) = -14.494 / -15.130 eV

Geometry as ORCA input:
```
! wB97M-V def2-TZVPD RIJCOSX def2/J DEFGRID3
* xyz 1 3
C 1.656 -0.152 -1.163
C 1.246 1.152 0.975
C -2.630 0.896 -0.021
C -0.027 -2.039 0.321
C 0.596 0.328 -0.171
N -2.370 -0.374 0.257
N -0.181 -0.667 0.376
H 2.179 0.710 -1.572
H 2.386 -0.792 -0.669
H 1.201 -0.708 -1.982
H 1.954 0.523 1.508
H 0.493 1.502 1.675
H 1.770 2.003 0.553
H -2.821 1.505 0.887
H -3.586 0.920 -0.581
H -1.849 1.420 -0.622
H 0.949 -2.329 0.735
H -0.051 -2.429 -0.710
H -0.828 -2.513 0.888
H -0.087 1.046 -0.685
*
```

Atomic partial charges in e from the natural (NBO) method, atoms 1 to 8:
1 C -0.62
2 C -0.57
3 C -0.62
4 C -0.51
5 C -0.14
6 N 0.12
7 N 0.05
8 H 0.25